Record 1
The following is a quantum chemistry calculation of a molecular structure, C22H16Cl2F9IN2O7Ta, from OMol25.

Properties
Multiplicity: 1
Net charge: +1
Lowest unoccupied orbital energy (eV): -4.34

Atoms and positions in Å:
H (-2.05042, 0.84693, 5.45856)
Cl (3.85708, 2.96767, -0.35911)
C (-1.14858, -0.21338, 2.31120)
H (-1.69554, 6.28068, -1.30687)
H (0.13664, -4.54609, 2.81247)
C (-3.29927, -2.16814, -2.32214)
O (1.37955, 1.44745, -0.96441)
H (-3.86461, 1.01324, 4.06079)
F (1.54355, -3.63214, -1.51206)
F (4.86104, -1.91371, -2.45516)
C (-1.17777, 2.94743, -1.47039)
N (-0.88858, 1.28077, 0.36174)
F (1.17467, -3.40126, -3.62328)
H (-1.93344, 1.76101, 2.04344)
F (3.32561, -1.87023, -4.77734)
C (3.79993, -1.57457, -1.73684)
O (-0.40282, -1.54507, 0.47280)
C (-1.93089, 1.06168, 4.39489)
Cl (2.21084, 2.78021, 2.06247)
C (-1.38384, 4.98205, 0.37623)
H (-4.16034, -2.01365, -1.67863)
H (-1.43453, -1.35255, 5.48079)
C (-0.47737, -2.53046, 2.60785)
C (-1.09282, 2.62555, -0.11652)
O (-3.12749, 1.59167, 3.83764)
C (-2.13465, -1.40364, -1.82420)
F (3.75088, -2.33456, -0.64257)
F (3.13890, -3.98513, -2.93203)
C (-0.66966, -1.40708, 1.78574)
C (-1.39988, 4.24642, -1.89778)
N (-0.75712, -2.47379, 3.89579)
F (1.42729, -0.86641, -4.49682)
I (-0.86293, 1.54835, -3.00463)
C (2.47956, -1.71973, -2.55030)
O (1.59345, -0.00526, 0.60801)
C (2.63466, -1.08290, -3.96377)
H (3.76863, 1.23479, 1.22616)
O (-0.94089, -1.66844, -2.21207)
O (-2.21494, -0.43610, -1.02016)
O (1.48585, -1.05405, -1.89036)
H (-0.60515, -4.17759, 1.23983)
C (3.04724, 1.89600, 0.75690)
C (-1.22521, -1.33488, 4.41707)
C (-1.15874, 3.68276, 0.79195)
Ta (0.04893, -0.33616, -0.90181)
C (-1.34162, 1.00647, 1.53809)
H (-0.99731, 3.49409, 1.84407)
H (-1.46529, 4.46541, -2.95469)
H (1.03284, -3.64163, 1.57151)
F (3.94999, -0.30348, -1.33567)
C (0.05317, -3.80255, 2.02529)
C (-1.44210, -0.18266, 3.69286)
H (-1.18977, 1.85976, 4.31664)
C (1.97463, 1.07560, 0.08346)
C (-1.52335, 5.26771, -0.97126)
C (2.08125, -3.22636, -2.66444)
F (3.24928, 0.09702, -3.87458)
H (-3.53529, -1.80845, -3.32642)
H (-1.43056, 5.77400, 1.11064)
H (-3.04268, -3.22265, -2.39857)

***

Record 2
The following is a quantum chemistry calculation of a single C22H16ClFN2OS molecule, from OMol25.

Properties
Multiplicity: 1
Structure (SMILES): [H]/N=C(/N)c1cc2cc(-c3cccc(OCc4ccc(F)c(Cl)c4)c3)ccc2s1
Lowest unoccupied orbital energy (eV): 0.16

Atoms and positions in Å:
H (-3.85724, 1.11612, -0.48320)
C (-0.84580, -0.48115, 0.05315)
C (1.15616, -4.94299, -0.10148)
C (0.11903, -1.46438, 2.08758)
H (-0.90032, 3.87441, 0.44481)
H (2.22202, -9.11413, 1.21637)
C (2.08390, -7.21595, 0.47148)
C (-2.23396, -0.33752, 0.11824)
Cl (-1.46255, 6.11543, 2.27807)
C (-0.03494, 3.60381, -2.32129)
H (2.45727, -7.74708, 2.40417)
C (-0.56087, 1.64549, -1.01071)
H (-2.96228, -1.01581, 0.57712)
C (-0.81181, 4.80663, -0.09516)
C (0.10864, -2.68249, -0.04368)
C (-2.80583, 0.82275, -0.45621)
C (0.79876, -2.51776, 2.77845)
H (-0.90336, 3.27355, -2.98687)
C (-2.00032, 1.81490, -0.97162)
O (0.34220, 2.51069, -1.46197)
S (1.76115, -5.23836, 2.42772)
H (1.88262, -7.21384, -1.41376)
N (2.19402, -8.10877, 1.51325)
C (-0.43686, 7.27882, 0.05142)
C (-0.97093, 6.05368, 0.59255)
C (-0.12845, 6.07331, -1.99609)
H (-0.29471, -0.62712, 2.60735)
C (-0.20112, -1.58806, 0.74688)
C (1.08070, -3.65999, 2.01150)
C (-0.04440, 0.51050, -0.41380)
C (-0.34470, 4.85608, -1.45176)
C (1.83657, -5.77615, 0.76004)
H (0.85384, -5.27930, -1.12935)
H (-0.21182, -2.67232, -1.13764)
H (-2.36095, 2.79115, -1.26941)
H (0.18768, 6.18469, -3.06766)
C (0.72705, -3.70871, 0.65984)
H (0.82430, -2.45444, 3.83251)
H (0.87221, 3.86962, -2.84127)
H (1.03087, 0.48615, -0.16725)
N (1.96873, -7.85931, -0.61682)
C (-0.12302, 7.33625, -1.28416)
H (0.16155, 8.35366, -1.72227)
F (-0.17308, 8.32793, 0.81095)

***

Record 3
The following is a quantum chemistry calculation of a molecular structure, C22H16N3O3V, from OMol25.

Properties
Multiplicity: 1
Net charge: +2
Lowest unoccupied orbital energy (spin up / spin down) (eV): -9.58 / -9.58

Atoms and positions in Å:
H (-2.03067, 3.37226, 1.11810)
C (-3.06345, 1.30130, 2.51589)
C (2.26630, -2.49784, -5.31625)
O (-1.33535, 0.88579, 0.88455)
C (0.96651, -2.91685, -3.34781)
C (2.38971, 1.07220, 0.30659)
H (1.26698, 0.43950, -3.97610)
C (1.39725, -0.62622, -4.10122)
H (2.21398, 1.63052, -0.60724)
H (-4.51176, -2.27636, 1.79545)
O (-2.72036, 2.52601, 2.89290)
H (-0.75831, 2.93527, 2.31664)
C (1.42637, 0.24236, 0.87953)
C (-4.11713, -1.29082, 2.00465)
C (1.69348, -3.39321, -4.41613)
N (-1.28426, -1.32188, -0.19425)
C (0.06006, -1.01746, -2.09963)
C (3.84304, 0.44963, 2.11667)
H (1.81726, -4.45756, -4.55773)
N (-0.31549, -1.83939, -1.05324)
H (2.83582, -2.88028, -6.15359)
H (-1.83951, 4.31060, 2.61503)
H (-5.58016, -0.80679, 3.50332)
C (-2.46252, 0.46579, 1.58968)
C (3.61468, 1.17318, 0.94589)
C (5.11811, 0.55643, 2.77046)
C (2.11800, -1.11957, -5.16502)
H (-2.84536, -2.64321, 0.08619)
H (-4.64311, 1.43371, 3.93388)
C (2.85744, -0.37334, 2.67380)
C (1.62411, -0.47479, 2.05983)
V (-0.20444, 0.11592, -0.13423)
H (4.39561, 1.80367, 0.54304)
C (-2.39063, -1.69794, 0.36957)
H (0.51656, -3.60172, -2.64283)
O (-0.13040, 0.30239, -1.94376)
C (-1.76560, 3.32332, 2.17291)
C (-4.19323, 0.77992, 3.19680)
C (0.82020, -1.52674, -3.18364)
C (-2.98474, -0.83264, 1.32498)
C (-4.71192, -0.47041, 2.95514)
H (2.56517, -0.44348, -5.87964)
H (3.06803, -0.91337, 3.58695)
N (6.13703, 0.64155, 3.29279)
H (0.85078, -1.09508, 2.49694)